# C22H39BIN4O5

A cluster of 3 separate species, C22H39BIN4O5 in total at a distorted geometry (ωB97M-V/def2-TZVPD, the OMol25 dataset).

Computed properties:
LUMO ... -3.331 eV
HOMO energy ... -10.9775 eV
Net charge ... +1

Last column: Löwdin charge in e.
Geometry (Å):
C (-1.850, 0.916, -0.383)  -0.0514
O (-2.417, -0.156, -1.227)  -0.0290
B (-2.137, 0.190, -2.594)  -0.5582
O (-2.949, 1.252, -3.168)  0.1184
N (-1.073, -0.391, -3.466)  0.2500
C (-1.001, -1.561, -4.096)  -0.2310
N (0.192, -1.947, -4.881)  0.1927
C (-0.215, -3.267, -5.291)  -0.1551
C (0.518, -4.397, -6.141)  -0.1156
C (1.118, -3.897, -7.549)  -0.2818
C (2.717, -4.039, -7.481)  -0.6675
I (3.612, -4.563, -9.413)  0.7120
N (-1.535, -3.623, -4.833)  0.1078
N (-2.010, -2.546, -4.099)  -0.0412
C (-3.367, -2.740, -3.572)  -0.0181
C (-3.466, -3.433, -2.120)  -0.2643
O (-4.521, -3.227, -1.444)  0.0448
C (-2.381, -4.391, -1.479)  -0.0909
C (-2.883, -5.512, -0.490)  0.0168
C (-1.895, -6.488, 0.222)  -0.0428
C (-0.367, -6.378, -0.010)  -0.0501
C (0.142, -5.302, -0.999)  -0.0556
C (-0.848, -4.327, -1.712)  -0.0248
H (-0.842, 0.599, 0.066)  0.1021
H (-1.635, 1.877, -0.984)  0.1087
H (-2.551, 1.220, 0.464)  0.1178
H (-3.853, 1.224, -2.787)  0.1240
H (-0.241, 0.223, -3.606)  0.1912
H (-0.291, -5.190, -6.383)  0.1242
H (1.283, -4.960, -5.481)  0.1332
H (0.755, -4.629, -8.367)  0.0947
H (0.751, -2.850, -7.839)  0.1233
H (3.125, -3.058, -7.044)  0.0677
H (3.037, -4.859, -6.732)  0.0521
H (-2.083, -4.488, -4.971)  0.1852
H (-4.029, -1.798, -3.523)  0.1603
H (-3.925, -3.455, -4.292)  0.1615
H (-3.993, -5.623, -0.274)  0.1053
H (-2.289, -7.272, 0.955)  0.0996
H (0.338, -7.089, 0.548)  0.1040
H (1.278, -5.241, -1.159)  0.0965
H (-0.392, -3.555, -2.410)  0.0703
C (1.732, 1.900, 3.484)  -0.0740
C (1.673, 1.895, 1.967)  -0.2781
O (0.503, 2.512, 1.445)  -0.1903
C (0.324, 3.890, 1.753)  -0.2711
C (1.430, 4.778, 1.209)  -0.0766
H (0.811, 1.491, 3.908)  0.0855
H (2.578, 1.304, 3.835)  0.0806
H (1.850, 2.913, 3.876)  0.0615
H (1.654, 0.857, 1.619)  0.1123
H (2.569, 2.351, 1.535)  0.1085
H (0.205, 4.028, 2.833)  0.1092
H (-0.623, 4.187, 1.294)  0.1158
H (2.381, 4.586, 1.711)  0.0696
H (1.181, 5.831, 1.357)  0.0806
H (1.581, 4.596, 0.142)  0.0801
C (1.923, 3.760, 7.930)  -0.0800
C (2.506, 4.693, 6.882)  -0.2804
O (1.533, 5.216, 5.987)  -0.1794
C (0.506, 6.013, 6.564)  -0.2812
C (1.025, 7.266, 7.246)  -0.0803
H (1.317, 2.982, 7.459)  0.0795
H (2.722, 3.287, 8.506)  0.0786
H (1.279, 4.298, 8.630)  0.0681
H (3.217, 4.131, 6.270)  0.1141
H (3.072, 5.506, 7.348)  0.1080
H (-0.102, 5.413, 7.251)  0.1075
H (-0.152, 6.308, 5.742)  0.1158
H (1.610, 7.023, 8.137)  0.0676
H (0.194, 7.904, 7.556)  0.0786
H (1.675, 7.831, 6.573)  0.0832

=====

# C44H48EuN8S3Sb

A structure of composition C44H48EuN8S3Sb at a distorted geometry (ωB97M-V/def2-TZVPD, the OMol25 dataset).

Computed properties:
⟨S²⟩ ... 15.78
LUMO (alpha / beta) ... 1.336 / 1.315 eV
HOMO energy (alpha / beta) ... -3.8791 / -3.9198 eV
Multiplicity ... 8
Net charge ... -1

Last column: Löwdin charge in e.
Geometry (Å):
Eu (0.512, -0.075, 0.971)  1.4715
C (3.055, 1.316, -2.889)  -0.1320
C (2.299, 1.276, -1.733)  -0.1209
N (1.724, 0.152, -1.298)  -0.0183
C (1.949, -0.969, -2.026)  -0.2041
C (2.655, -0.877, -3.230)  -0.0670
N (3.199, 0.242, -3.669)  0.0922
C (1.470, -2.245, -1.486)  -0.2342
C (1.927, -3.451, -1.995)  0.0467
C (1.490, -4.650, -1.420)  -0.1406
C (0.615, -4.581, -0.352)  -0.0113
C (0.194, -3.330, 0.121)  -0.3613
N (0.599, -2.183, -0.458)  0.0371
C (-0.805, -3.214, 1.193)  -0.3897
C (-1.539, -4.325, 1.676)  -0.1466
N (-2.493, -4.216, 2.560)  0.0839
C (-2.773, -2.981, 3.006)  -0.1266
C (-2.138, -1.871, 2.493)  -0.1757
N (-1.187, -1.964, 1.556)  -0.0432
C (1.958, -5.936, -1.938)  -0.1598
C (2.147, -7.036, -1.099)  0.0025
C (2.603, -8.224, -1.641)  -0.1453
N (2.886, -8.389, -2.925)  0.0478
C (2.713, -7.346, -3.722)  -0.1543
C (2.250, -6.116, -3.291)  -0.0136
H (3.526, 2.225, -3.233)  0.1087
H (2.137, 2.164, -1.130)  0.1130
H (2.769, -1.726, -3.887)  0.1098
H (2.659, -3.481, -2.783)  0.1036
H (0.286, -5.482, 0.136)  0.1006
H (-1.330, -5.327, 1.329)  0.1054
H (-3.537, -2.915, 3.768)  0.0978
H (-2.399, -0.865, 2.809)  0.0864
H (1.968, -6.952, -0.039)  0.1149
H (2.759, -9.092, -1.013)  0.1037
H (2.965, -7.508, -4.763)  0.1012
H (2.109, -5.314, -3.999)  0.1077
S (1.400, -3.762, 2.499)  -0.0209
Sb (2.434, -1.749, 3.273)  0.2135
S (3.142, -0.763, 1.175)  -0.2112
S (0.509, -0.335, 3.666)  -0.2053
C (3.413, 3.804, 1.568)  -0.0632
C (2.877, 2.652, 2.426)  -0.4100
C (3.985, 2.029, 3.277)  -0.0962
C (1.719, 3.123, 3.277)  -0.1601
C (1.953, 3.843, 4.438)  -0.0424
C (0.908, 4.283, 5.228)  -0.0816
C (-0.388, 3.957, 4.880)  -0.0513
C (-0.672, 3.257, 3.717)  -0.1562
C (-2.103, 2.832, 3.452)  -0.3864
C (-3.049, 4.032, 3.366)  -0.0658
C (-2.557, 1.859, 4.541)  -0.0686
C (0.393, 2.875, 2.873)  -0.2431
N (0.154, 2.275, 1.631)  -0.0923
C (-0.742, 2.904, 0.870)  -0.1929
C (-1.290, 2.393, -0.296)  -0.1966
N (-1.083, 1.167, -0.788)  -0.0178
C (-1.636, 0.974, -2.051)  -0.1812
C (-1.499, 1.938, -3.083)  -0.1429
C (-2.204, 1.775, -4.266)  -0.0564
C (-3.029, 0.689, -4.475)  -0.0825
C (-3.092, -0.297, -3.508)  -0.0497
C (-2.399, -0.185, -2.316)  -0.1388
C (-2.508, -1.292, -1.296)  -0.3871
C (-2.287, -2.667, -1.930)  -0.0561
C (-3.859, -1.254, -0.577)  -0.0485
C (-0.523, 3.096, -3.017)  -0.3850
C (0.512, 2.976, -4.141)  -0.0671
C (-1.208, 4.461, -3.117)  -0.0611
H (4.218, 3.451, 0.929)  0.0724
H (3.795, 4.606, 2.198)  0.0744
H (2.619, 4.209, 0.942)  0.0697
H (2.507, 1.863, 1.739)  0.0335
H (4.557, 2.782, 3.818)  0.0670
H (3.550, 1.338, 3.999)  0.0639
H (4.665, 1.471, 2.638)  0.0523
H (2.969, 4.074, 4.724)  0.1059
H (1.101, 4.862, 6.122)  0.0947
H (-1.200, 4.258, 5.528)  0.1035
H (-2.156, 2.288, 2.502)  0.1089
H (-3.077, 4.567, 4.312)  0.0683
H (-4.060, 3.702, 3.129)  0.0751
H (-2.729, 4.730, 2.594)  0.0694
H (-2.584, 2.346, 5.513)  0.0734
H (-1.861, 1.024, 4.594)  0.0307
H (-3.553, 1.478, 4.318)  0.0749
H (-1.069, 3.905, 1.164)  0.1201
H (-1.991, 3.049, -0.814)  0.1103
H (-2.110, 2.520, -5.043)  0.1036
H (-3.601, 0.598, -5.389)  0.0958
H (-3.712, -1.165, -3.678)  0.1053
H (-1.719, -1.125, -0.552)  0.0608
H (-3.112, -2.945, -2.583)  0.0730
H (-2.209, -3.424, -1.152)  0.0676
H (-1.368, -2.674, -2.512)  0.0807
H (-4.678, -1.336, -1.290)  0.0765
H (-3.971, -0.322, -0.027)  0.0799
H (-3.932, -2.080, 0.129)  0.0683
H (0.016, 3.052, -2.067)  0.1013
H (0.060, 3.137, -5.116)  0.0743
H (0.965, 1.989, -4.135)  0.0617
H (1.295, 3.720, -4.001)  0.0789
H (-1.736, 4.565, -4.062)  0.0723
H (-0.462, 5.252, -3.056)  0.0779
H (-1.927, 4.607, -2.314)  0.0684

=====

# C53H56Ge2O2OsPS

A structure of composition C53H56Ge2O2OsPS at a distorted geometry (ωB97M-V/def2-TZVPD, the OMol25 dataset).

Computed properties:
⟨S²⟩ ... 8.80
LUMO (alpha / beta) ... -5.137 / -8.816 eV
HOMO energy (alpha / beta) ... -11.9494 / -12.5186 eV
Multiplicity ... 6
Net charge ... +2

Last column: Löwdin charge in e.
Geometry (Å):
Os (-0.399, 0.553, 1.226)  1.3667
C (-0.339, 2.716, 2.635)  -0.2521
C (-1.374, 3.171, 1.796)  -0.2008
C (-2.428, 2.209, 1.826)  -0.2186
C (-2.060, 1.165, 2.714)  -0.3362
C (-0.768, 1.493, 3.262)  -0.3766
C (-0.250, 0.967, 4.574)  -0.0303
C (-2.974, 0.068, 3.192)  -0.0102
C (-3.760, 2.335, 1.181)  0.0031
C (-1.423, 4.476, 1.071)  0.0086
C (0.893, 3.477, 2.995)  -0.0040
H (0.744, 1.355, 4.791)  0.0794
H (-0.209, -0.117, 4.608)  0.0211
H (-0.918, 1.295, 5.378)  0.1124
H (-3.279, -0.594, 2.381)  0.0818
H (-3.889, 0.496, 3.610)  0.1023
H (-2.498, -0.534, 3.965)  0.0740
H (-4.498, 2.628, 1.938)  0.1124
H (-4.089, 1.386, 0.753)  0.0968
H (-3.764, 3.090, 0.395)  0.0700
H (-1.375, 4.342, -0.007)  0.0454
H (-0.603, 5.130, 1.364)  0.0905
H (-2.364, 4.989, 1.285)  0.1062
H (1.723, 2.817, 3.232)  0.0611
H (0.697, 4.088, 3.882)  0.1128
H (1.199, 4.149, 2.193)  0.0746
O (-1.067, 1.393, -0.818)  -0.4480
P (-1.072, 2.362, -1.983)  0.8324
C (-2.659, 3.180, -2.161)  -0.3055
C (-2.866, 4.553, -2.241)  -0.0808
C (-4.153, 5.046, -2.411)  -0.0525
C (-5.229, 4.174, -2.504)  -0.0499
C (-5.027, 2.797, -2.428)  -0.0571
C (-3.745, 2.300, -2.263)  -0.0918
C (0.287, 3.538, -1.854)  -0.2747
C (0.471, 4.545, -2.806)  -0.0711
C (1.595, 5.356, -2.751)  -0.0485
C (2.542, 5.164, -1.752)  -0.0503
C (2.368, 4.163, -0.805)  -0.0589
C (1.245, 3.350, -0.859)  -0.0877
C (-0.819, 1.485, -3.530)  -0.2628
C (-0.170, 0.254, -3.523)  -0.0711
C (0.035, -0.426, -4.715)  -0.0784
C (-0.395, 0.126, -5.915)  -0.0567
C (-1.027, 1.365, -5.928)  -0.0521
C (-1.248, 2.044, -4.737)  -0.0623
H (-2.033, 5.244, -2.177)  0.1038
H (-4.316, 6.116, -2.484)  0.1171
H (-6.229, 4.566, -2.645)  0.1163
H (-5.867, 2.118, -2.512)  0.1153
H (-3.574, 1.229, -2.210)  0.1174
H (-0.266, 4.700, -3.587)  0.1071
H (1.747, 6.124, -3.498)  0.1170
H (3.423, 5.795, -1.716)  0.1171
H (3.119, 4.014, -0.037)  0.1111
H (1.112, 2.564, -0.130)  0.0651
H (0.168, -0.171, -2.581)  0.0832
H (0.533, -1.391, -4.713)  0.1043
H (-0.247, -0.412, -6.844)  0.1140
H (-1.362, 1.799, -6.864)  0.1164
H (-1.770, 2.994, -4.749)  0.1111
C (0.000, -2.538, 5.354)  -0.2396
Ge (0.464, -2.862, 3.490)  0.7571
C (-1.166, -3.259, 2.479)  -0.2477
C (1.737, -4.333, 3.370)  -0.2417
Ge (1.465, -0.787, 2.214)  0.8140
C (2.652, -1.472, 0.810)  -0.3616
C (2.651, -0.904, -0.472)  -0.1471
C (3.539, -1.342, -1.445)  -0.0785
C (4.432, -2.370, -1.157)  -0.0788
C (4.458, -2.931, 0.115)  -0.0723
C (3.581, -2.479, 1.092)  -0.1159
C (2.780, 0.035, 3.408)  -0.3731
C (3.005, -0.341, 4.732)  -0.1193
C (3.981, 0.296, 5.489)  -0.0653
C (4.736, 1.319, 4.928)  -0.0673
C (4.533, 1.691, 3.603)  -0.0743
C (3.567, 1.043, 2.843)  -0.1439
H (-0.125, -3.537, 5.783)  0.0361
H (-0.942, -2.000, 5.443)  0.0147
H (0.770, -2.020, 5.921)  0.0112
H (-1.900, -3.681, 3.173)  0.0330
H (-0.954, -3.996, 1.700)  0.0119
H (-1.581, -2.374, 2.009)  -0.0340
H (1.235, -5.182, 3.846)  0.0331
H (2.658, -4.124, 3.914)  0.0284
H (1.969, -4.592, 2.338)  0.0042
H (1.943, -0.120, -0.718)  0.0621
H (3.533, -0.887, -2.430)  0.1049
H (5.109, -2.728, -1.922)  0.1073
H (5.169, -3.717, 0.345)  0.1100
H (3.622, -2.916, 2.085)  0.0849
H (2.421, -1.137, 5.180)  0.0672
H (4.153, -0.003, 6.516)  0.1110
H (5.491, 1.823, 5.521)  0.1113
H (5.133, 2.479, 3.164)  0.1086
H (3.432, 1.319, 1.800)  0.0951
C (-1.940, -8.360, -4.955)  -0.0387
C (-1.249, -7.040, -5.105)  -0.6048
O (-1.523, -6.145, -5.833)  0.0985
S (0.249, -6.924, -3.943)  1.1434
C (0.007, -5.439, -3.085)  -0.4814
C (0.624, -5.375, -1.809)  -0.0592
C (0.465, -4.267, -1.024)  0.0195
C (-0.315, -3.173, -1.477)  -0.1706
C (-0.902, -3.231, -2.762)  0.0137
C (-0.738, -4.335, -3.558)  -0.0273
C (-0.433, -2.031, -0.663)  -0.0601
C (-0.483, -1.039, 0.069)  -0.2383
H (-2.750, -8.441, -5.677)  0.1047
H (-2.330, -8.444, -3.939)  0.0997
H (-1.222, -9.173, -5.093)  0.0991
H (1.212, -6.217, -1.461)  0.1207
H (0.938, -4.204, -0.050)  0.1195
H (-1.485, -2.388, -3.114)  0.1280
H (-1.170, -4.351, -4.545)  0.1085

=====

Energy above the lowest of the compared OMol25 structures with the same formula, charge and spin list, top to bottom, in kcal/mol: 0.0; 0.0; 0.0